1.
{"formula": "C16H15N3O", "method": "ωB97M-V/def2-TZVPD", "elements": ["C", "C", "C", "C", "C", "N", "C", "N", "N", "C", "C", "C", "C", "C", "O", "C", "C", "C", "C", "C", "H", "H", "H", "H", "H", "H", "H", "H", "H", "H", "H", "H", "H", "H", "H"], "xyz": [[-6.2867, -0.8850, -0.5549], [-4.9281, -0.2823, -0.3651], [-4.7619, 1.1067, -0.5267], [-3.5411, 1.6952, -0.3650], [-2.4110, 0.9192, -0.0336], [-1.2251, 1.5415, 0.0915], [-0.1627, 0.8265, 0.3872], [0.9881, 1.5745, 0.5457], [2.2834, 1.2877, 0.4067], [2.7285, 0.1990, -0.0969], [4.1427, -0.0160, -0.1775], [5.2141, 0.7444, 0.2316], [6.3692, 0.0147, -0.1145], [5.9280, -1.1320, -0.7053], [4.5875, -1.1623, -0.7475], [-0.2207, -0.5645, 0.6432], [-1.4123, -1.2264, 0.5204], [-1.4994, -2.6942, 0.7997], [-2.5655, -0.4826, 0.1420], [-3.8405, -1.0509, -0.0356], [-6.6518, -0.6850, -1.5619], [-6.2637, -1.9608, -0.4007], [-6.9957, -0.4475, 0.1474], [-5.6234, 1.7063, -0.7850], [-3.4032, 2.7575, -0.4916], [0.8158, 2.5701, 0.6195], [2.1114, -0.6015, -0.5061], [5.1570, 1.6972, 0.7136], [7.3882, 0.2993, 0.0511], [6.4500, -1.9714, -1.1206], [0.6585, -1.0866, 0.9865], [-2.2221, -2.8891, 1.5908], [-1.8201, -3.2318, -0.0921], [-0.5322, -3.0828, 1.1089], [-3.9642, -2.1166, 0.0893]], "lowdin_charge": [-0.05, -0.28, -0.04, -0.01, -0.23, 0.16, -0.29, 0.01, 0.06, -0.09, -0.27, -0.02, -0.07, -0.13, 0.04, 0.02, -0.20, -0.04, -0.11, 0.01, 0.08, 0.07, 0.08, 0.11, 0.11, 0.14, 0.12, 0.11, 0.10, 0.12, 0.10, 0.09, 0.09, 0.08, 0.11], "e_above_lowest_ev": 1.547, "smiles": "Cc1ccc2nc(N/N=C/c3ccco3)cc(C)c2c1"}

2.
{"formula": "C28H26N4O2PRuS3", "method": "ωB97M-V/def2-TZVPD", "elements": ["Ru", "O", "N", "C", "C", "C", "C", "C", "S", "H", "H", "H", "H", "S", "C", "C", "C", "C", "N", "N", "C", "N", "S", "H", "H", "H", "H", "H", "H", "H", "O", "P", "C", "C", "C", "C", "C", "C", "C", "C", "C", "C", "C", "C", "C", "C", "C", "C", "C", "C", "H", "H", "H", "H", "H", "H", "H", "H", "H", "H", "H", "H", "H", "H", "H"], "xyz": [[0.2123, -0.1376, -0.1581], [1.9657, -0.0231, -1.1401], [2.6681, 1.1163, -0.9819], [3.9137, 1.1243, -1.5099], [4.6907, 2.2415, -1.4334], [4.1755, 3.3790, -0.7968], [2.9133, 3.3434, -0.2670], [2.1293, 2.1822, -0.3582], [0.5278, 2.0733, 0.2780], [4.2020, 0.1955, -1.9772], [5.6818, 2.2284, -1.8605], [4.7715, 4.2775, -0.7197], [2.4850, 4.1978, 0.2370], [1.2527, -0.9629, 2.8536], [0.7346, -0.6345, 1.4312], [-4.9123, 2.0847, 2.9715], [-4.0569, 0.8305, 3.1428], [-3.4063, 0.3967, 1.8719], [-2.1380, 0.3115, 1.7017], [-1.7950, -0.1010, 0.4375], [-2.8262, -0.3346, -0.3371], [-2.7182, -0.7207, -1.6316], [-4.3267, -0.0264, 0.4487], [-5.3471, 2.3760, 3.9260], [-5.7320, 1.9188, 2.2707], [-4.3122, 2.9153, 2.6008], [-4.6659, 0.0094, 3.5295], [-3.2510, 1.0026, 3.8562], [-1.8626, -1.2162, -1.8648], [-3.5521, -1.0453, -2.0919], [-0.1431, -1.9660, -1.2549], [-0.2567, -3.3593, -0.6394], [-1.7917, -3.5676, 0.2693], [-2.9008, -4.1353, -0.3585], [-4.1192, -4.1897, 0.3007], [-4.2335, -3.6806, 1.5880], [-3.1339, -3.1104, 2.2164], [-1.9148, -3.0512, 1.5599], [-0.2345, -4.5550, -1.9712], [-0.0851, -4.1125, -3.2815], [-0.0419, -5.0349, -4.3179], [-0.1422, -6.3901, -4.0441], [-0.2839, -6.8336, -2.7341], [-0.3273, -5.9191, -1.6967], [1.1154, -3.7028, 0.4500], [0.9942, -4.5522, 1.5474], [2.1020, -4.8165, 2.3373], [3.3260, -4.2392, 2.0290], [3.4484, -3.3977, 0.9313], [2.3466, -3.1275, 0.1377], [-2.8103, -4.5421, -1.3592], [-4.9754, -4.6398, -0.1838], [-5.1825, -3.7361, 2.1057], [-3.2206, -2.7181, 3.2213], [-1.0611, -2.6017, 2.0532], [0.0008, -3.0525, -3.4828], [0.0738, -4.6939, -5.3379], [-0.1050, -7.1077, -4.8529], [-0.3581, -7.8920, -2.5238], [-0.4364, -6.2675, -0.6756], [0.0390, -4.9977, 1.7956], [2.0091, -5.4692, 3.1947], [4.1890, -4.4470, 2.6478], [4.4047, -2.9500, 0.6958], [2.4321, -2.4517, -0.7045]], "lowdin_charge": [0.95, -0.28, -0.18, -0.01, -0.04, -0.04, -0.07, -0.61, 0.71, 0.14, 0.12, 0.12, 0.12, 0.75, -0.94, -0.10, -0.24, -0.59, 0.05, -0.17, -0.68, 0.12, 1.14, 0.08, 0.07, 0.08, 0.11, 0.12, 0.06, 0.10, -0.45, 0.85, -0.28, -0.07, -0.06, -0.07, -0.07, -0.09, -0.29, -0.06, -0.06, -0.06, -0.06, -0.07, -0.30, -0.08, -0.06, -0.06, -0.07, -0.09, 0.11, 0.11, 0.11, 0.11, 0.08, 0.11, 0.11, 0.11, 0.11, 0.11, 0.11, 0.11, 0.11, 0.11, 0.10], "charge": 1, "e_above_lowest_ev": 0.000}

3.
{"formula": "C41H61CoGe2N4OP2S2", "method": "ωB97M-V/def2-TZVPD", "elements": ["Co", "C", "P", "C", "N", "C", "C", "C", "C", "C", "C", "N", "C", "P", "C", "C", "C", "C", "C", "C", "C", "C", "C", "H", "H", "H", "H", "H", "H", "H", "H", "H", "H", "H", "H", "H", "H", "H", "H", "H", "H", "H", "H", "H", "H", "H", "H", "H", "H", "H", "H", "C", "C", "C", "C", "N", "C", "S", "N", "C", "H", "H", "H", "H", "H", "H", "H", "H", "C", "S", "C", "O", "H", "H", "H", "H", "H", "H", "C", "Ge", "C", "C", "Ge", "C", "C", "C", "C", "C", "C", "C", "C", "C", "C", "C", "C", "H", "H", "H", "H", "H", "H", "H", "H", "H", "H", "H", "H", "H", "H", "H", "H", "H", "H", "H"], "xyz": [[0.4771, 0.3084, 0.8359], [-2.2274, -0.0957, 3.2335], [-0.5026, 0.3810, 2.8749], [0.4243, -0.8853, 3.8080], [0.0067, -1.1997, 5.0051], [0.7480, -2.0444, 5.7445], [0.3345, -2.4030, 7.0406], [1.1180, -3.2324, 7.7950], [2.3340, -3.7312, 7.2902], [2.7633, -3.4059, 6.0332], [1.9769, -2.5589, 5.2288], [2.3613, -2.2444, 3.9785], [1.6032, -1.4522, 3.2701], [2.0977, -1.1121, 1.5441], [3.8500, -0.6803, 1.8373], [2.1615, -2.8497, 0.8084], [3.2956, -3.6757, 1.4017], [2.3398, -2.7258, -0.7048], [0.8145, -3.5077, 1.1099], [-0.2168, 1.9098, 3.9381], [-0.8106, 3.0793, 3.1511], [1.2987, 2.0659, 4.0680], [-0.8620, 1.8098, 5.3147], [-2.3173, -0.3690, 4.2832], [-2.4762, -0.9493, 2.6048], [-2.8955, 0.7291, 2.9914], [-0.6001, -2.0056, 7.4013], [0.8119, -3.5152, 8.7901], [2.9316, -4.3837, 7.9076], [3.6946, -3.7772, 5.6385], [4.2804, -1.4056, 2.5285], [3.8989, 0.3177, 2.2749], [4.3948, -0.6827, 0.8959], [4.2716, -3.3010, 1.1047], [3.2055, -4.6990, 1.0453], [3.2344, -3.6907, 2.4868], [3.2767, -2.2318, -0.9507], [1.5235, -2.1589, -1.1562], [2.3581, -3.7159, -1.1571], [0.7283, -3.7450, 2.1686], [0.7203, -4.4366, 0.5500], [-0.0110, -2.8458, 0.8319], [-0.4044, 3.0912, 2.1402], [-0.5814, 4.0273, 3.6332], [-1.8935, 2.9891, 3.0836], [1.7761, 1.9774, 3.0889], [1.7065, 1.2970, 4.7228], [1.5457, 3.0358, 4.4950], [-1.9448, 1.8749, 5.2497], [-0.5164, 2.6394, 5.9287], [-0.5900, 0.8809, 5.8123], [-4.8818, -1.1897, -4.0175], [-4.4850, -0.6887, -2.6790], [-5.3469, -0.2299, -1.7143], [-4.8162, 0.1825, -0.4724], [-3.5136, 0.1226, -0.2254], [-2.6954, -0.2984, -1.1590], [-1.0049, -0.3966, -0.8619], [-3.1622, -0.6996, -2.3813], [-5.7036, 0.7005, 0.5919], [-5.6772, -0.5841, -4.4451], [-5.2640, -2.2076, -3.9280], [-4.0329, -1.2076, -4.6973], [-6.4103, -0.1941, -1.8884], [-2.5087, -1.1222, -3.0488], [-6.3914, 1.4418, 0.1866], [-5.1233, 1.1309, 1.4026], [-6.3110, -0.1180, 0.9795], [0.8808, 4.8030, 0.0024], [1.8019, 3.3128, 0.5505], [3.2281, 3.5391, -0.5681], [1.0336, 2.1469, -0.0214], [1.2445, 5.1684, -0.9517], [1.0270, 5.5631, 0.7623], [-0.1713, 4.5494, -0.0610], [3.6185, 4.5395, -0.4245], [2.9193, 3.3854, -1.5968], [3.9871, 2.8107, -0.3044], [-3.0900, 2.7259, -2.5249], [-1.4766, 2.4329, -3.6578], [-0.1493, 3.8726, -3.3354], [-1.9577, 2.2301, -5.5699], [-0.2598, 0.2960, -2.9930], [1.7012, 0.5956, -3.0160], [2.6189, 0.4062, -1.9952], [3.9616, 0.6711, -2.2168], [4.3892, 1.1533, -3.4434], [3.4742, 1.3580, -4.4634], [2.1399, 1.0749, -4.2468], [-0.6422, -1.4012, -4.0166], [-0.8892, -2.6101, -3.3653], [-1.1815, -3.7581, -4.0818], [-1.2277, -3.7163, -5.4654], [-0.9564, -2.5281, -6.1279], [-0.6693, -1.3803, -5.4073], [-3.4214, 3.7508, -2.6654], [-2.8809, 2.5758, -1.4680], [-3.9074, 2.0734, -2.8178], [0.2097, 4.2975, -4.2681], [0.6993, 3.4629, -2.7933], [-0.6031, 4.6641, -2.7468], [-2.5731, 3.0660, -5.8892], [-2.5069, 1.3073, -5.7443], [-1.0629, 2.2231, -6.1857], [2.2828, 0.0700, -1.0178], [4.6828, 0.5117, -1.4289], [5.4336, 1.3676, -3.6078], [3.8000, 1.7325, -5.4209], [1.4221, 1.2215, -5.0452], [-0.8383, -2.6628, -2.2832], [-1.3678, -4.6827, -3.5543], [-1.4695, -4.6049, -6.0279], [-0.9772, -2.4954, -7.2067], [-0.4622, -0.4573, -5.9320]], "lowdin_spin": [1.88, 0.00, 0.01, 0.00, 0.00, 0.00, 0.00, 0.00, 0.00, 0.00, 0.00, 0.00, 0.00, 0.00, 0.00, 0.00, 0.00, 0.00, 0.00, 0.00, 0.00, 0.00, 0.00, 0.00, 0.00, 0.00, 0.00, 0.00, 0.00, 0.00, 0.00, 0.00, 0.00, 0.00, 0.00, 0.00, 0.00, 0.00, 0.00, 0.00, 0.00, 0.00, 0.00, 0.00, 0.00, 0.00, 0.00, 0.00, 0.00, 0.00, 0.00, 0.00, 0.00, 0.00, 0.00, 0.00, 0.00, 0.02, 0.00, 0.00, 0.00, 0.00, 0.00, 0.00, 0.00, 0.00, 0.00, 0.00, 0.00, 0.00, 0.00, 0.04, 0.00, 0.00, 0.00, 0.00, 0.00, 0.00, 0.00, 0.00, 0.00, 0.00, 0.00, 0.00, 0.01, 0.00, 0.00, 0.00, 0.00, 0.00, 0.00, 0.00, 0.00, 0.00, 0.00, 0.00, 0.00, 0.00, 0.00, 0.00, 0.00, 0.00, 0.00, 0.00, 0.01, 0.00, 0.00, 0.00, 0.00, 0.00, 0.00, 0.00, 0.00, 0.00], "spin_multiplicity": 3, "s2": 2.0206, "charge": 2, "e_above_lowest_ev": 0.000}

4.
{"formula": "C4H5NO", "method": "ωB97M-V/def2-TZVPD", "elements": ["O", "C", "C", "C", "C", "N", "H", "H", "H", "H", "H"], "xyz": [[-1.3222, 2.0199, -0.0608], [-0.6257, 1.0295, -0.0165], [-1.0152, -0.4343, -0.2370], [0.2978, -1.1654, -0.1922], [1.2459, -0.2976, 0.1678], [0.7198, 0.9960, 0.3065], [-1.6338, -0.5850, -1.1263], [-1.6395, -0.6958, 0.6315], [0.4425, -2.2162, -0.4050], [2.3019, -0.4681, 0.3405], [1.2286, 1.8170, 0.5916]], "lowdin_charge": [0.06, -0.46, -0.09, -0.09, -0.12, 0.09, 0.12, 0.13, 0.10, 0.11, 0.15], "e_above_lowest_ev": 0.014, "smiles": "O=C1CC=CN1"}